No. 1
22
Properties=species:S:1:pos:R:3:forces:R:3 method="wB97M-V/def2-TZVPD" spin_multiplicity=1 gap_ev=9.945 relative_energy_kj_mol=162.61 smiles="C=CCC=C.O.O.O" energy_ha=-424.54429 charge=0 largest_force_ev_per_a=1.72
C 2.482018 2.761093 -0.331994 -1.08 -1.27 -0.13
C 1.971977 1.539926 -0.498130 0.54 -0.31 -1.04
C 0.702527 1.124320 -1.239128 0.18 -0.07 0.93
C 0.433876 -0.343735 -1.051110 -0.91 -0.20 0.68
C -0.751454 -0.872563 -0.772257 -0.36 -0.68 -0.45
H 3.340220 2.846309 0.314872 0.16 0.57 -0.21
H 1.931727 3.569548 -0.796023 0.42 0.49 0.29
H 2.516845 0.677084 -0.124642 0.08 0.12 0.34
H -0.060063 1.732598 -0.745102 -0.47 -0.27 -0.41
H 0.615918 1.256724 -2.319117 0.61 0.68 -0.01
H 1.235802 -1.073176 -1.125722 0.32 0.35 -0.22
H -0.888344 -1.947913 -0.757146 0.33 -0.04 0.21
H -1.706067 -0.374569 -0.673271 0.18 0.68 0.05
O -4.515907 -0.496197 -5.358243 1.59 0.20 -0.60
H -4.261352 0.214932 -5.975304 -0.41 -0.50 0.49
H -5.430599 -0.403222 -5.167580 -1.19 0.30 0.11
O 0.967668 -0.915303 7.185856 -0.52 0.57 0.12
H 0.908790 -0.955165 6.218323 -0.15 0.23 0.51
H 0.352442 -0.212824 7.498100 0.67 -0.79 -0.62
O -0.094971 -2.823076 1.602639 -0.17 0.23 -0.40
H 0.068618 -1.884853 1.809041 0.08 -0.88 0.23
H 0.180328 -3.419939 2.305935 0.11 0.59 0.16

---

No. 2
17
Properties=species:S:1:pos:R:3:forces:R:3 method="wB97M-V/def2-TZVPD" spin_multiplicity=1 gap_ev=8.375 relative_energy_kj_mol=218.20 smiles="CN1C[C@@]1(C=S)CS" energy_ha=-1046.96521 charge=0 largest_force_ev_per_a=4.07
C -0.022745 -1.808515 -1.085364 -0.88 -0.03 -0.28
N 0.094993 -0.320059 -1.025147 -0.89 -3.68 -1.51
C 1.343134 0.198938 -0.740579 2.39 1.20 -0.45
C 0.178244 0.405157 0.191546 -0.37 0.85 0.63
C 0.347256 -0.279532 1.475579 -0.55 -0.50 1.00
S -0.070759 0.254969 2.953583 0.13 0.21 -0.48
C -0.637964 1.694054 0.112570 0.98 -0.20 0.32
S -2.407300 1.461468 0.305104 -0.18 -0.04 -0.21
H -1.058185 -2.079611 -0.852529 0.17 0.13 0.31
H 0.088283 -2.199641 -2.113219 0.30 0.73 0.26
H 0.653317 -2.415167 -0.459874 -0.03 0.55 0.04
H 2.216409 -0.421877 -0.444893 -0.89 0.07 0.05
H 1.665093 1.011346 -1.396097 -0.09 0.15 0.36
H 0.722125 -1.309457 1.485900 0.13 0.34 -0.55
H -0.540042 2.103655 -0.895360 0.30 0.04 0.23
H -0.226692 2.367001 0.870157 -0.35 0.28 -0.25
H -2.345165 1.337271 1.618622 -0.17 -0.09 0.54

---

No. 3
68
Properties=species:S:1:pos:R:3:forces:R:3 method="wB97M-V/def2-TZVPD" spin_multiplicity=1 gap_ev=8.061 energy_ha=-3872.80716 charge=0 largest_force_ev_per_a=0.06
Be -0.031777 -0.254600 0.286148 -0.01 0.03 0.02
Cl 0.790280 -1.840715 -6.202607 0.00 0.00 0.00
C 0.758234 -1.786819 -4.482052 0.00 0.00 0.00
C -0.456803 -1.824467 -3.801842 -0.02 -0.01 -0.01
Cl -1.931794 -1.969803 -4.674399 0.01 0.00 0.00
C -0.476277 -1.742403 -2.417530 0.02 0.00 -0.03
Cl -1.958421 -1.812183 -1.539819 -0.05 -0.04 -0.01
C 0.702247 -1.586675 -1.678209 0.03 -0.01 0.02
O 0.672748 -1.417839 -0.366987 -0.01 0.00 0.00
C 1.916460 -1.627009 -2.371184 -0.02 0.00 -0.02
Cl 3.372563 -1.549597 -1.454538 0.02 -0.01 0.01
C 1.945420 -1.706231 -3.758845 -0.01 0.00 0.01
Cl 3.453656 -1.679926 -4.584762 0.00 0.00 0.00
C 2.170104 -0.979887 3.115766 0.00 -0.01 -0.01
C 1.299234 0.257823 3.344845 -0.01 0.01 0.02
C 1.111752 0.566714 4.827631 0.00 0.00 0.00
P -0.269204 0.144308 2.385751 0.01 -0.03 0.00
C -1.569739 -0.696681 3.369164 0.00 0.01 0.00
C -1.172318 -2.129842 3.718633 0.01 -0.01 -0.01
C -2.864026 -0.670538 2.552982 0.00 -0.01 0.00
C -0.858830 1.812905 2.070539 0.01 0.00 -0.05
C -1.257909 2.738443 3.031345 0.00 0.01 0.00
C -1.687807 4.009014 2.684067 0.01 0.00 0.00
C -2.107513 5.016063 3.720968 -0.01 0.00 0.00
C -1.704353 4.323670 1.323511 0.00 0.01 -0.01
C -1.330485 3.421659 0.346365 0.01 0.00 0.01
C -0.906708 2.129576 0.693316 -0.02 -0.02 0.03
N -0.537783 1.163274 -0.227182 0.03 0.06 0.00
C -0.630336 1.442748 -1.622800 -0.01 0.00 0.01
C 0.548736 1.612802 -2.354998 0.01 0.01 -0.01
C 1.875050 1.712244 -1.652175 0.00 0.02 0.01
C 0.478561 1.702438 -3.741045 0.00 -0.01 0.01
C -0.734636 1.651124 -4.414471 -0.01 0.00 0.00
C -0.797838 1.703001 -5.917092 0.01 0.00 0.00
C -1.896818 1.541019 -3.660630 0.01 0.01 -0.01
C -1.869594 1.440122 -2.275001 0.00 0.00 0.00
C -3.159904 1.329998 -1.509671 0.00 0.00 0.00
H 3.150439 -0.829511 3.571906 0.00 0.00 0.00
H 2.313026 -1.180767 2.052777 0.00 0.00 0.00
H 1.731517 -1.871208 3.566454 0.00 0.01 0.00
H 1.792050 1.112989 2.869552 0.01 0.00 0.00
H 0.576247 -0.236135 5.338047 0.00 0.00 0.00
H 0.566499 1.496912 4.985366 0.00 0.00 0.00
H 2.085625 0.667705 5.310401 0.00 0.00 0.00
H -1.713739 -0.119319 4.287877 0.00 0.00 0.00
H -0.933280 -2.697299 2.815949 0.00 0.00 0.00
H -2.003309 -2.631167 4.218099 0.00 0.00 0.00
H -0.310611 -2.172948 4.383962 0.00 0.00 0.00
H -2.740522 -1.225671 1.618942 0.00 0.00 0.00
H -3.169362 0.346811 2.307118 0.00 0.00 0.00
H -3.668255 -1.144377 3.118453 0.00 0.00 0.00
H -1.240891 2.460967 4.080646 0.00 0.00 0.00
H -2.093933 4.578646 4.719404 0.00 0.00 0.00
H -3.117698 5.384368 3.533287 0.00 0.00 0.00
H -1.441702 5.881412 3.728539 0.00 0.00 0.00
H -2.027674 5.313689 1.018784 0.00 0.00 0.00
H -1.361676 3.707728 -0.697396 0.00 -0.01 0.00
H 1.905073 2.597269 -1.011437 -0.01 0.00 0.00
H 2.689199 1.783228 -2.373330 0.00 0.00 0.00
H 2.070666 0.851912 -1.011763 0.00 0.00 -0.01
H 1.398538 1.804744 -4.308187 0.00 0.00 0.00
H 0.200928 1.710384 -6.352553 0.00 0.00 0.00
H -1.324939 2.595369 -6.260436 0.00 0.00 0.00
H -1.327696 0.833724 -6.311281 0.00 0.00 0.00
H -2.856406 1.505755 -4.167484 0.00 0.00 0.00
H -3.912248 0.806937 -2.100251 0.00 0.01 0.00
H -3.552277 2.320872 -1.266763 0.00 0.00 0.01
H -3.022162 0.795654 -0.570477 0.00 0.00 0.00

---

No. 4
161
Properties=species:S:1:pos:R:3:forces:R:3 method="wB97M-V/def2-TZVPD" spin_multiplicity=1 gap_ev=9.625 relative_energy_kj_mol=57.95 smiles="COC[C@H](C)N.COC[C@H](C)N.COC[C@H](C)N.COC[C@H](C)N.COC[C@H](C)N.COC[C@H](C)N.COC[C@H](C)N.COC[C@H](C)N.COC[C@H](C)N.NC(N)=O" energy_ha=-2826.09712 charge=0 largest_force_ev_per_a=2.02
C 5.963358 -4.043022 -1.649230 -0.24 0.38 -0.18
O 4.647716 -4.202401 -2.135727 0.11 -0.22 0.16
C 4.384307 -3.345850 -3.206970 -0.44 1.29 -0.38
C 2.971474 -3.597239 -3.762447 1.43 -1.41 0.22
C 1.949509 -3.535019 -2.657206 -1.20 0.26 0.12
N 2.931255 -4.952947 -4.376747 -0.34 0.62 -0.08
H 6.092740 -3.015562 -1.284563 0.14 -0.07 0.07
H 6.691822 -4.200335 -2.452721 0.06 -0.17 0.11
H 6.102595 -4.743911 -0.831562 0.09 -0.06 -0.03
H 4.428834 -2.274116 -2.921582 0.15 -0.24 0.35
H 5.147633 -3.438726 -3.994114 -0.12 -0.28 -0.05
H 2.836938 -2.842447 -4.536452 -0.39 -0.05 -0.05
H 0.968187 -3.851933 -3.022284 0.10 0.04 -0.20
H 1.795354 -2.526912 -2.264112 0.28 0.00 -0.01
H 2.160461 -4.193611 -1.813732 0.39 -0.01 -0.11
H 3.533990 -4.963112 -5.191721 0.02 -0.08 0.02
H 3.323453 -5.608713 -3.709619 -0.01 -0.02 0.00
C -1.934112 0.845276 -1.740699 -0.84 0.86 -0.05
O -1.278725 1.694042 -0.800490 0.14 -0.44 -0.20
C -1.028173 1.067359 0.436584 0.30 0.10 0.66
C 0.297922 0.319705 0.501755 0.48 -0.43 0.00
C 0.502241 -0.790404 -0.524976 -0.26 0.11 0.00
N 0.507381 -0.244246 1.828580 0.59 -0.03 0.17
H -3.017901 0.987685 -1.630846 0.03 -0.27 0.16
H -1.686164 -0.204658 -1.624336 0.13 0.00 -0.13
H -1.710913 1.229438 -2.737352 0.34 -0.26 -0.03
H -0.946737 1.856109 1.196943 -0.10 0.14 -0.19
H -1.847480 0.424544 0.796317 -0.04 -0.09 -0.41
H 1.106160 1.042570 0.337419 -0.10 0.09 0.04
H -0.327370 -1.505578 -0.515551 0.04 0.02 -0.03
H 1.404465 -1.349178 -0.280155 0.09 0.09 0.01
H 0.605014 -0.371285 -1.527886 -0.06 -0.11 -0.02
H -0.150577 -0.979289 2.058196 -0.24 0.19 0.04
H 0.516263 0.467063 2.548365 -0.28 -0.17 -0.04
C -4.507076 -0.790752 -4.153160 -0.80 0.00 0.39
O -4.436191 -1.107860 -5.520604 -0.01 -0.18 -0.11
C -3.227879 -0.730258 -6.114846 0.68 1.59 -0.71
C -1.966475 -1.232145 -5.434927 0.50 -0.70 -0.13
C -0.700596 -0.832039 -6.204648 -0.03 -0.03 0.19
N -1.966368 -2.697584 -5.227508 -0.31 0.28 -0.16
H -4.025769 -1.547399 -3.523648 0.33 0.22 -0.01
H -5.560224 -0.803197 -3.860953 0.01 -0.04 -0.20
H -4.150799 0.220432 -3.931335 0.29 -0.09 -0.04
H -3.238607 -0.969607 -7.184497 -0.20 -0.80 0.24
H -3.140400 0.378429 -6.206689 -0.21 -0.16 0.58
H -1.848260 -0.763531 -4.453714 -0.30 -0.14 0.09
H 0.093764 -1.531589 -5.941279 -0.02 -0.01 0.02
H -0.370636 0.160660 -5.894741 -0.04 0.08 -0.22
H -0.810324 -0.854516 -7.290945 -0.14 0.02 0.02
H -2.853405 -2.962194 -4.805805 0.07 0.00 0.09
H -2.004437 -3.144984 -6.141918 0.19 0.01 0.02
C -0.441898 2.219196 4.449202 -0.77 0.33 0.24
O -0.683093 1.535842 5.656351 0.28 -0.23 -0.05
C -1.959547 1.828314 6.197826 -0.10 0.03 -0.65
C -2.027742 1.322431 7.615871 -0.40 -0.51 0.54
C -1.965962 -0.210798 7.679201 0.04 0.10 -0.38
N -3.317416 1.800960 8.167714 0.23 -0.17 -0.18
H 0.397719 1.775257 3.921036 0.15 0.06 0.24
H -0.261115 3.281670 4.660115 0.18 -0.04 -0.18
H -1.333323 2.168760 3.810152 0.09 -0.07 -0.17
H -2.208651 2.894225 6.104793 0.33 0.04 0.40
H -2.739907 1.335657 5.590746 0.11 -0.05 0.10
H -1.183964 1.699025 8.198053 -0.17 0.42 -0.04
H -1.043197 -0.638486 7.280285 0.06 0.20 0.00
H -2.791306 -0.595290 7.072614 -0.03 -0.17 0.19
H -2.076153 -0.548421 8.709359 -0.06 -0.02 0.01
H -4.021035 1.145629 7.831953 -0.11 0.20 0.02
H -3.344747 1.715224 9.176950 0.18 0.01 0.00
C 3.524350 3.082913 -1.181137 -0.15 0.22 0.60
O 2.618703 3.954194 -1.822907 0.24 0.05 0.09
C 1.358647 3.978061 -1.202994 -0.46 -0.75 0.06
C 0.462983 4.881141 -2.043207 -0.37 0.04 0.66
C -0.888894 5.190862 -1.374819 0.37 -0.43 -0.65
N 0.236664 4.340887 -3.384160 0.24 0.08 0.04
H 4.394008 2.994241 -1.824624 0.07 -0.16 0.02
H 3.065374 2.103351 -0.969219 0.04 -0.05 -0.39
H 3.817701 3.466683 -0.193813 0.12 0.07 -0.20
H 0.980372 2.938170 -1.182850 -0.27 0.18 -0.18
H 1.381143 4.254173 -0.135037 0.35 0.44 -0.18
H 0.979273 5.845001 -2.088037 0.16 -0.13 -0.43
H -1.280948 6.092245 -1.843350 -0.06 0.15 0.33
H -0.744727 5.291441 -0.300035 -0.27 0.21 0.03
H -1.618667 4.407004 -1.594308 0.12 -0.15 0.25
H -0.161171 3.411025 -3.267155 -0.11 0.07 -0.03
H 1.139249 4.182422 -3.823247 -0.01 0.10 -0.02
C -2.034936 -2.730507 3.734772 1.22 -0.14 0.34
O -2.459641 -1.669299 2.902711 -0.57 -0.29 0.35
C -3.861089 -1.662319 2.650462 -0.19 0.34 -0.62
C -4.725337 -1.632903 3.912897 0.50 -0.26 -0.24
C -6.162502 -1.304835 3.577752 0.01 0.05 -0.57
N -4.186713 -0.716542 4.904441 -0.36 0.44 0.14
H -2.586249 -2.906591 4.662910 -0.48 0.23 -0.29
H -1.038688 -2.442674 4.091617 0.01 -0.09 -0.20
H -1.921212 -3.676859 3.199027 -0.26 0.02 -0.08
H -4.025461 -0.751508 2.060576 -0.02 0.01 0.14
H -4.172486 -2.499081 2.005342 0.23 -0.11 0.15
H -4.737296 -2.656359 4.306198 0.08 0.12 0.26
H -6.516441 -2.024957 2.835297 -0.27 -0.17 0.34
H -6.291673 -0.340777 3.076335 0.31 0.14 0.21
H -6.761282 -1.307220 4.485594 -0.19 -0.16 -0.09
H -3.175397 -0.653698 4.840758 -0.03 -0.18 -0.08
H -4.520583 0.214795 4.663342 0.06 0.06 0.09
C 2.601203 -0.007505 -4.033586 0.93 0.05 1.14
O 3.878187 0.071833 -4.634889 -0.21 -0.07 -0.31
C 3.878344 0.889813 -5.774217 0.05 1.02 -0.41
C 5.303670 1.048348 -6.312881 0.24 -0.61 -0.56
C 6.032293 2.248203 -5.773860 1.04 0.57 1.09
N 5.393444 1.035906 -7.785239 -0.55 0.55 -0.15
H 1.851575 -0.494683 -4.658362 -0.09 0.24 -0.12
H 2.326359 0.982995 -3.650361 -0.47 0.04 -0.42
H 2.768919 -0.601890 -3.130300 -0.25 -0.18 -0.16
H 3.201644 0.532153 -6.565001 0.11 -0.46 0.12
H 3.498482 1.907148 -5.555553 -0.05 -0.21 0.31
H 5.884260 0.180132 -5.981210 -0.26 -0.09 0.11
H 7.083640 2.260225 -6.078679 -0.17 -0.14 -0.35
H 6.120188 2.202492 -4.679944 -0.36 -0.14 -0.09
H 5.641916 3.248348 -5.984700 -0.41 -0.27 -0.34
H 5.211435 1.972077 -8.143302 0.22 0.01 0.11
H 4.632903 0.496092 -8.190021 0.19 -0.28 0.14
C -6.329944 2.402443 4.282480 -0.13 -0.20 1.28
O -5.085101 2.467841 3.656620 0.20 0.53 -0.11
C -5.162981 2.704546 2.259186 -0.32 -0.69 0.41
C -3.774955 2.953400 1.755244 0.42 0.04 -0.68
C -3.127842 4.232010 2.273596 0.14 0.08 -0.25
N -3.806171 2.881033 0.264648 0.43 0.34 0.89
H -6.887072 3.346024 4.328513 0.03 0.02 -0.67
H -6.135625 2.198859 5.341874 0.07 -0.23 -0.13
H -6.933951 1.576042 3.897608 -0.22 0.21 -0.16
H -5.547464 1.789039 1.789906 -0.07 0.14 -0.20
H -5.855897 3.523191 2.021206 0.11 0.09 0.09
H -3.141126 2.133241 2.113643 -0.23 -0.16 -0.11
H -2.879581 4.153600 3.329723 -0.17 0.12 0.13
H -3.748493 5.114154 2.091292 -0.11 -0.07 0.14
H -2.194499 4.402443 1.727002 0.02 -0.07 0.07
H -3.974047 3.834105 -0.055605 -0.13 -0.15 -0.19
H -2.837785 2.694616 0.005325 -0.22 0.06 -0.40
C 4.872002 -2.844325 1.625843 0.17 -0.03 0.18
O 3.908773 -3.728701 2.152319 0.36 -0.38 -0.61
C 2.619437 -3.489004 1.641009 -0.08 0.25 0.33
C 1.740130 -4.681633 1.967530 0.07 1.11 0.91
C 0.366642 -4.485230 1.372471 -0.14 -0.81 -0.63
N 1.545796 -4.775557 3.432831 0.14 -0.36 -0.24
H 5.861239 -3.287651 1.744126 -0.04 0.04 0.36
H 4.804122 -1.896698 2.167506 0.28 0.15 -0.22
H 4.774450 -2.688164 0.544434 -0.39 0.07 0.08
H 2.195654 -2.609010 2.158119 -0.09 0.06 -0.26
H 2.644153 -3.267234 0.565403 0.11 -0.16 -0.02
H 2.261290 -5.572763 1.621343 -0.28 -0.19 -0.10
H -0.160160 -3.620571 1.773282 0.18 0.11 0.16
H -0.197328 -5.382053 1.631717 -0.28 0.14 -0.13
H 0.393127 -4.385467 0.283145 0.01 -0.02 0.04
H 2.387720 -5.108066 3.887889 0.06 0.08 -0.06
H 1.382780 -3.834661 3.778294 -0.03 -0.06 0.12
N 3.940575 0.635160 1.747758 -0.56 -0.50 0.80
C 3.976379 1.796560 2.473520 0.49 0.39 -0.18
N 3.337976 1.740666 3.700816 -0.04 -0.10 -0.34
O 4.559468 2.803937 2.105587 -0.38 -0.20 -0.05
H 4.299825 0.536896 0.817809 0.23 0.45 0.02
H 3.290100 -0.071216 2.054796 -0.08 -0.04 -0.27
H 3.028044 2.613808 4.084665 0.23 0.05 0.11
H 2.968903 0.895861 4.096417 -0.08 -0.05 -0.14